{
  "formula": "C20H36Cl2DyN4S2Si",
  "method": "ωB97M-V/def2-TZVPD",
  "elements": ["Dy", "C", "C", "N", "C", "S", "N", "N", "C", "C", "C", "C", "C", "C", "C", "N", "H", "H", "H", "H", "H", "H", "H", "H", "H", "H", "H", "H", "H", "Cl", "C", "Cl", "H", "H", "C", "Si", "C", "C", "C", "C", "C", "C", "C", "C", "H", "H", "H", "H", "H", "H", "H", "H", "H", "H", "H", "H", "H", "H", "H", "H", "H", "H", "H", "H", "H", "S"],
  "coordinates": [[-0.3923, -0.7909, -0.4506], [-5.5856, 2.4706, -1.9337], [-4.5894, 3.1699, -1.0201], [-4.0092, 2.2806, -0.0316], [-2.9207, 1.4882, -0.3333], [-2.1513, 0.7358, 1.0579], [-2.6307, 1.3570, -1.5846], [-1.4720, 0.6325, -1.8508], [-1.4469, -0.0387, -2.9702], [-2.6044, 0.0531, -3.9108], [-0.1646, -0.7381, -3.3001], [0.1638, -1.0326, -4.6878], [1.4555, -1.2489, -5.0196], [2.4945, -1.1237, -4.0552], [2.1351, -0.6897, -2.8090], [0.8778, -0.4069, -2.4371], [-6.0675, 3.1902, -2.6001], [-6.3579, 1.9695, -1.3472], [-5.0755, 1.7219, -2.5383], [-5.0864, 3.9758, -0.4753], [-3.7916, 3.6126, -1.6242], [-4.0573, 2.5561, 0.9326], [-3.4487, -0.5100, -3.5130], [-2.3643, -0.3340, -4.8960], [-2.9066, 1.0979, -3.9761], [-0.6269, -1.1737, -5.4083], [1.6989, -1.5191, -6.0418], [3.5300, -1.3082, -4.2997], [2.8873, -0.5214, -2.0480], [-1.9542, -2.9744, 1.1104], [-3.6472, -2.3790, 0.9486], [-4.0410, -1.7263, -0.6257], [-3.7526, -1.5912, 1.6845], [-4.2754, -3.2398, 1.1406], [3.7027, -0.6045, 0.4973], [1.9873, -0.3126, 1.2920], [2.1755, 1.4688, 2.0469], [1.0507, 1.8396, 3.0148], [3.5135, 1.7264, 2.7448], [2.0799, 2.4206, 0.8434], [1.9343, -1.6990, 2.6713], [1.8256, -3.0292, 1.9124], [3.1600, -1.7932, 3.5816], [0.6876, -1.5561, 3.5510], [4.5093, -0.5619, 1.2357], [3.9183, 0.1475, -0.2660], [3.7544, -1.5773, 0.0017], [1.1169, 1.2805, 3.9501], [0.0621, 1.6666, 2.5847], [1.1198, 2.9062, 3.2706], [3.6519, 1.0940, 3.6234], [3.5614, 2.7707, 3.0848], [4.3648, 1.5625, 2.0802], [1.1270, 2.3132, 0.3169], [2.8781, 2.2503, 0.1160], [2.1557, 3.4641, 1.1790], [2.7135, -3.2327, 1.3092], [0.9695, -3.0658, 1.2292], [1.7027, -3.8633, 2.6166], [4.0843, -1.9241, 3.0140], [3.0705, -2.6533, 4.2611], [3.2735, -0.9035, 4.2034], [-0.2077, -1.2934, 2.9768], [0.8159, -0.7830, 4.3096], [0.4739, -2.4976, 4.0758], [-1.0558, -2.5256, -2.4149]],
  "forces_ev_per_a": [[0.23, -0.53, -0.34], [-0.04, -0.04, -0.02], [0.03, 0.02, 0.02], [0.05, -0.03, 0.03], [-0.19, -0.02, -0.03], [0.12, 0.12, -0.15], [0.09, 0.02, 0.01], [-0.31, 0.25, -0.16], [0.14, 0.59, -0.02], [0.04, -0.28, -0.14], [-0.45, -0.29, 0.12], [0.10, 0.08, 0.13], [0.09, -0.02, -0.06], [-0.06, -0.03, -0.03], [-0.06, -0.01, -0.03], [0.08, 0.28, 0.14], [0.02, 0.00, -0.01], [0.00, 0.02, 0.00], [0.01, 0.00, 0.02], [0.00, -0.01, 0.00], [-0.01, 0.02, 0.00], [0.00, -0.02, 0.01], [0.00, 0.02, 0.03], [-0.01, -0.02, 0.02], [0.01, 0.01, -0.01], [0.00, 0.00, -0.01], [0.01, 0.00, 0.01], [0.00, 0.01, -0.01], [-0.01, 0.01, 0.01], [-0.16, 0.04, -0.08], [0.08, -0.05, 0.14], [-0.04, -0.10, 0.00], [-0.01, 0.03, -0.02], [-0.02, 0.02, 0.04], [0.12, -0.02, -0.01], [-0.02, -0.18, 0.16], [0.06, 0.10, -0.07], [-0.01, -0.02, 0.03], [0.03, 0.05, -0.01], [-0.02, 0.05, 0.00], [0.00, -0.04, 0.03], [0.02, -0.07, -0.01], [0.01, -0.01, 0.05], [-0.05, -0.01, 0.02], [0.02, -0.02, -0.03], [0.01, 0.03, 0.03], [-0.02, 0.00, 0.00], [0.01, -0.01, 0.00], [0.01, -0.01, -0.01], [-0.01, 0.00, 0.00], [-0.02, -0.01, 0.00], [0.01, 0.00, 0.00], [-0.02, -0.01, -0.01], [-0.01, 0.00, 0.03], [0.00, -0.02, 0.01], [0.01, -0.01, 0.00], [0.01, 0.02, 0.01], [-0.03, 0.04, 0.02], [0.02, 0.01, 0.00], [-0.02, 0.01, -0.02], [0.00, 0.00, -0.01], [-0.02, 0.01, 0.00], [0.02, -0.03, -0.03], [0.01, 0.02, -0.01], [0.02, 0.01, 0.01], [0.11, 0.04, 0.19]],
  "lowdin_spin": [5.060, 0.000, 0.000, 0.000, 0.000, -0.016, 0.002, -0.008, -0.003, 0.000, -0.002, 0.001, 0.000, 0.000, -0.001, -0.015, 0.000, 0.000, 0.000, 0.000, 0.000, 0.000, 0.000, 0.000, 0.000, 0.000, 0.000, 0.000, 0.000, -0.007, 0.000, 0.000, 0.000, 0.000, -0.001, -0.006, -0.001, 0.000, 0.000, 0.000, 0.002, 0.001, 0.000, 0.000, 0.000, 0.000, 0.000, 0.000, 0.000, 0.000, 0.000, 0.000, 0.000, 0.001, 0.000, 0.000, 0.000, 0.001, 0.000, 0.000, 0.000, 0.000, 0.000, 0.000, 0.000, -0.007],
  "spin_multiplicity": 6,
  "orbital_gap_ev": [6.030, 6.041],
  "charge": -1,
  "relative_energy_kcal_mol": 3.36,
  "molar_mass_g_mol": 658.16
}